[1]
{"formula": "C21H36N5O3SV", "method": "ωB97M-V/def2-TZVPD", "e_homo_ev": [-8.27, -8.25], "orbital_gap_ha": [0.26364, 0.25930], "species": ["H", "H", "O", "O", "C", "H", "C", "H", "N", "N", "C", "H", "H", "H", "H", "N", "C", "H", "N", "H", "H", "C", "C", "C", "H", "H", "C", "H", "C", "H", "H", "H", "H", "H", "H", "C", "H", "H", "C", "H", "O", "H", "C", "C", "V", "S", "C", "H", "H", "H", "C", "H", "C", "H", "C", "C", "N", "C", "H", "H", "H", "H", "C", "H", "C", "H", "H"], "coordinates": [[3.169, 2.341, -0.997], [3.384, -1.036, -4.017], [-0.123, 2.049, 3.058], [-2.284, 0.862, 2.704], [-2.297, -1.636, -1.173], [2.152, 0.304, 1.710], [0.110, -1.492, 3.377], [4.067, -0.271, -0.919], [-1.339, 2.144, 0.259], [-0.971, -0.964, -0.971], [-0.943, 3.539, 0.471], [-0.892, 0.712, 5.762], [0.474, 1.862, -4.334], [-0.211, 3.626, 1.289], [-2.995, -0.962, -1.712], [-0.163, -0.050, 1.519], [-2.764, 1.940, -0.017], [3.461, 1.180, 0.886], [1.099, -0.536, -1.442], [0.001, 2.716, -2.244], [-3.078, -3.507, -1.950], [-0.134, -1.293, 6.167], [-0.476, 1.732, -2.333], [-0.306, 1.257, -3.773], [-3.214, 2.809, -0.531], [2.380, 2.037, 2.015], [2.134, 2.600, -0.721], [-1.991, -0.125, -3.996], [0.468, -2.595, 4.181], [-2.108, -2.397, 0.785], [2.134, 3.574, -0.207], [-0.477, 3.942, -0.437], [0.177, -2.325, -2.187], [0.635, -3.311, 6.226], [1.578, 2.703, -1.651], [3.414, -1.054, -1.334], [-1.806, 4.182, 0.695], [-0.213, -1.212, 7.236], [-0.386, -0.360, 3.976], [2.921, -1.577, -0.502], [0.651, -2.190, 1.129], [0.827, -3.498, 3.693], [2.344, -0.978, -3.654], [2.415, 1.257, 1.236], [-0.115, 0.883, -0.565], [-0.824, 0.830, 2.752], [-0.514, -0.214, 5.352], [2.525, 0.653, -2.301], [1.795, -0.315, -4.339], [-2.878, 1.070, -0.674], [-2.850, -1.839, 0.209], [-1.887, -2.715, -3.006], [0.350, -2.484, 5.575], [-3.036, -0.885, 0.711], [2.367, -0.432, -2.233], [0.231, -1.320, 1.910], [1.546, 1.582, 0.113], [-0.971, 0.209, -4.333], [-1.530, 1.856, -2.020], [-1.362, -3.522, -1.487], [3.992, -1.784, -1.915], [1.902, -1.980, -3.681], [-2.147, -2.928, -1.962], [-3.347, 1.762, 0.898], [0.134, -1.417, -1.563], [-3.780, -2.405, 0.168], [-0.425, -0.603, -4.881]]}

***

[2]
{"formula": "C34H32BrN5O5RuS2Sb", "method": "ωB97M-V/def2-TZVPD", "e_homo_ev": [-8.13, -8.20], "multiplicity": 2, "orbital_gap_ha": [0.27036, 0.26653], "species": ["C", "O", "H", "N", "C", "H", "H", "C", "C", "C", "C", "C", "S", "C", "H", "H", "H", "N", "H", "C", "H", "H", "C", "C", "Ru", "N", "N", "H", "C", "H", "H", "H", "H", "H", "S", "H", "H", "H", "C", "H", "C", "O", "C", "C", "C", "H", "O", "H", "C", "C", "C", "H", "C", "Br", "C", "N", "C", "C", "H", "C", "C", "C", "H", "C", "Sb", "C", "H", "H", "H", "C", "C", "H", "C", "O", "C", "H", "H", "C", "H", "H", "O"], "coordinates": [[-0.019, -2.949, 3.339], [-4.164, 0.348, -1.439], [0.757, -4.215, 6.920], [0.248, -2.445, -0.220], [0.568, 3.042, -2.797], [4.259, 0.891, -0.079], [1.469, 2.509, -3.105], [0.900, -2.906, -1.224], [-0.389, -2.389, 1.977], [0.350, 3.138, 0.853], [3.053, -0.257, 4.056], [1.090, 4.847, -1.125], [-1.778, -1.167, -2.091], [-0.313, -2.159, 4.460], [2.044, -1.585, -4.188], [0.716, 4.759, 2.220], [-0.792, -0.720, 3.366], [2.287, 0.728, 1.572], [-0.280, 2.365, -2.886], [-4.462, 0.792, 2.255], [3.982, -0.845, -0.138], [3.351, -0.644, 5.022], [4.320, -0.028, 0.503], [1.502, 0.876, 2.640], [-0.614, -0.520, -0.291], [-2.277, -0.345, 1.015], [0.208, -3.190, 0.914], [-0.273, -1.977, 6.581], [1.618, -2.347, -3.544], [0.715, -4.866, 2.706], [-5.489, -0.983, 1.640], [1.462, 6.300, 0.409], [4.781, -0.998, 3.014], [1.109, -7.222, -5.646], [-2.856, 0.611, -1.984], [1.344, 5.502, -1.948], [-1.476, -2.522, 1.846], [-3.094, 2.352, 2.831], [2.126, -5.336, -5.738], [5.361, -0.213, 0.768], [2.240, -4.069, -5.193], [-1.897, 1.222, -0.994], [-2.122, 0.813, 1.716], [1.204, -6.234, -5.217], [-3.213, 1.416, 2.301], [-0.173, -4.285, -2.820], [-0.035, -1.072, 1.814], [1.249, -5.653, 4.960], [0.686, 3.538, -1.384], [3.448, 0.087, 1.723], [1.298, -2.004, -2.298], [2.954, -3.365, -5.604], [3.849, -0.453, 2.942], [1.430, -0.181, -1.734], [0.742, 4.428, 1.189], [0.365, 2.687, -0.404], [0.820, -4.669, 4.824], [0.539, -3.865, 5.918], [-4.235, -2.186, -0.546], [-3.444, -0.989, 1.020], [0.502, -4.588, -3.610], [1.868, 0.445, 3.909], [-0.353, -6.544, -3.776], [-4.556, -0.438, 1.666], [-0.354, 1.949, 2.495], [0.389, -5.855, -4.160], [1.307, -3.913, -1.202], [-5.328, 1.257, 2.707], [-2.668, -2.746, 0.026], [-3.612, -2.312, 0.340], [-0.032, -2.616, 5.741], [1.224, 0.631, 4.758], [0.531, -4.207, 3.547], [-0.902, -0.949, 4.320], [1.444, -3.687, -4.111], [-4.112, -2.997, 1.028], [1.096, -3.627, 1.120], [1.144, 5.290, 0.181], [0.430, 3.875, -3.486], [2.753, -5.622, -6.573], [-2.815, 1.241, -3.274]]}

***

[3]
{"formula": "C17H20N2O4", "method": "ωB97M-V/def2-TZVPD", "e_homo_ev": -8.37, "smiles": "Cc1cccc(OCC(=O)NCCCNC(=O)c2ccco2)c1", "orbital_gap_ha": 0.33001, "de_lowest_ev": 1.5961, "species": ["C", "C", "N", "H", "C", "H", "C", "O", "H", "C", "H", "H", "H", "C", "H", "H", "C", "H", "O", "O", "H", "H", "C", "H", "H", "C", "C", "O", "C", "H", "H", "C", "C", "C", "H", "C", "C", "H", "N", "H", "H", "H", "C"], "coordinates": [[3.540, -2.459, -0.841], [4.839, -2.947, -1.099], [3.195, 0.675, 1.084], [1.601, 3.607, -1.163], [-1.963, 1.842, -0.488], [2.605, -2.891, -1.131], [2.689, -0.373, 0.398], [1.495, -0.560, 0.230], [-2.513, -3.688, 0.903], [5.695, -2.053, -0.532], [1.364, 1.283, 1.771], [-0.978, -1.741, 0.688], [3.286, 3.400, 0.667], [2.292, 2.962, 0.774], [-6.652, -0.465, 0.384], [2.755, 1.972, 2.639], [-2.036, -1.652, 0.495], [1.648, 3.690, 1.269], [-1.603, 0.592, 0.041], [5.025, -1.052, 0.055], [2.411, 2.019, -1.176], [-2.436, 1.740, -1.475], [-2.896, -2.723, 0.606], [4.196, 0.790, 1.121], [-2.660, 2.379, 0.172], [2.363, 1.708, 1.653], [-6.208, -1.147, -0.340], [-0.792, 3.898, -0.890], [-0.710, 2.708, -0.658], [-6.740, -2.094, -0.294], [-6.347, -0.716, -1.331], [-2.532, -0.406, 0.110], [-3.883, -0.254, -0.161], [-4.749, -1.338, -0.049], [0.411, 1.040, -0.313], [3.703, -1.297, -0.131], [1.726, 2.666, -0.621], [-4.913, -3.417, 0.425], [0.438, 2.026, -0.561], [5.099, -3.838, -1.632], [6.766, -2.019, -0.482], [-4.285, 0.703, -0.457], [-4.248, -2.571, 0.336]]}

***

[4]
{"formula": "C4H4O2", "method": "ωB97M-V/def2-TZVPD", "e_homo_ev": [-8.33, -8.84], "orbital_gap_ha": [0.26786, 0.28465], "de_lowest_ev": 4.2263, "species": ["H", "H", "O", "O", "H", "H", "C", "C", "C", "C"], "coordinates": [[-0.386, 1.214, 0.556], [-2.738, -1.236, -0.211], [-2.544, 0.739, 0.264], [-0.813, -0.744, 0.124], [1.633, 1.245, -0.263], [3.166, -0.497, -0.747], [-2.134, -0.366, 0.066], [2.352, -0.827, -0.067], [1.394, 0.207, -0.015], [0.071, 0.265, 0.291]]}

***

[5]
{"formula": "C4H10N2O", "method": "ωB97M-V/def2-TZVPD", "e_homo_ev": -9.28, "smiles": "CN(C)C(=O)CN", "orbital_gap_ha": 0.37158, "de_lowest_ev": 2.8038, "species": ["H", "H", "O", "N", "H", "C", "H", "C", "H", "H", "C", "H", "H", "H", "N", "C", "H"], "coordinates": [[0.237, 0.487, 2.650], [1.271, -1.476, 1.317], [-1.819, -0.224, 1.371], [-0.660, 0.318, -0.526], [1.388, 1.478, -1.475], [0.683, 0.486, -1.382], [1.001, 1.374, 1.203], [0.596, 0.430, 1.592], [-2.685, -0.114, -0.657], [2.448, -0.573, 2.075], [-1.777, -0.351, -1.242], [-1.808, 0.103, -2.235], [-1.474, -1.402, -1.238], [0.442, 0.329, -2.463], [1.663, -0.587, 1.411], [-0.808, 0.202, 0.811], [1.302, -0.483, -1.212]]}

***

[6]
{"formula": "C41H35BGeMoN9O4S2", "method": "ωB97M-V/def2-TZVPD", "e_homo_ev": [-4.63, -4.76], "multiplicity": 3, "total_charge": -1, "orbital_gap_ha": [0.25227, 0.25687], "de_lowest_ev": 0.0000, "species": ["H", "C", "H", "C", "C", "H", "H", "H", "B", "H", "C", "O", "H", "C", "C", "H", "H", "C", "C", "C", "H", "H", "H", "C", "H", "C", "Mo", "H", "C", "O", "H", "N", "N", "C", "N", "C", "H", "O", "C", "H", "C", "C", "C", "C", "H", "C", "C", "C", "H", "H", "Ge", "C", "H", "H", "O", "N", "H", "C", "C", "H", "H", "C", "C", "H", "N", "H", "H", "C", "C", "H", "C", "C", "S", "C", "S", "N", "C", "H", "H", "C", "N", "N", "C", "C", "C", "H", "C", "C", "N", "H", "H", "C", "H", "C"], "coordinates": [[-3.460, -2.356, 3.185], [-2.969, 0.165, -2.215], [5.572, 3.810, -1.607], [3.308, -0.031, -1.283], [0.945, -3.160, 4.972], [-6.627, 0.642, -0.965], [3.625, 1.095, 5.042], [3.536, -0.185, 2.596], [-0.668, 1.474, 3.050], [-2.688, 2.198, -1.558], [-5.207, -0.708, -1.848], [-0.238, -6.305, 1.841], [0.803, -2.378, -3.346], [-1.150, 3.541, 1.549], [2.797, 1.012, 4.357], [-0.038, -5.464, 1.285], [-2.624, -2.522, -6.915], [0.153, -3.332, -5.153], [2.668, 2.881, 0.798], [-5.609, 0.510, -1.314], [2.890, 4.855, 1.574], [4.734, 5.473, 0.039], [1.869, 2.641, 1.481], [-0.908, 3.913, 0.242], [-2.824, 0.060, 4.351], [0.452, -4.706, 3.484], [0.718, -0.170, 0.539], [0.375, -2.804, 7.012], [0.871, -3.548, 2.863], [1.315, -2.115, 1.014], [-2.813, -0.866, -5.108], [-1.035, -0.657, 1.778], [-1.395, 0.136, 2.811], [-0.282, 2.802, -0.323], [1.161, -2.596, 3.808], [-1.816, -1.731, 1.814], [0.107, 2.666, -1.317], [-0.281, -6.861, 3.989], [-2.397, -0.438, 3.493], [-2.074, 2.440, -4.039], [-0.267, 1.462, -3.388], [-0.166, -0.796, -1.100], [3.117, 1.939, -0.132], [-1.872, -2.490, -6.134], [-0.927, 4.462, -4.849], [4.292, 4.485, -0.012], [4.760, 3.560, -0.932], [1.033, 3.766, -4.309], [1.068, 2.093, 5.308], [2.851, 2.798, -3.675], [-1.084, -0.159, -2.665], [-0.048, -6.056, 3.107], [-5.909, -1.532, -1.915], [1.532, 4.664, -4.653], [0.600, -4.166, 0.602], [-0.694, 2.295, 1.733], [-1.140, 4.851, -0.236], [1.520, 1.523, 4.509], [1.148, -2.510, 6.298], [-1.700, -2.503, 1.068], [-0.223, -1.897, -1.145], [4.172, 2.303, -0.980], [-0.349, 3.653, -4.416], [-0.723, -4.109, -6.955], [2.630, 0.632, -0.319], [-4.997, 2.502, -0.792], [-1.209, 2.101, 3.925], [-0.806, -3.380, -6.156], [-1.023, -1.501, -4.088], [0.272, -5.115, 5.522], [-3.899, -0.876, -2.290], [-4.696, 1.552, -1.220], [4.572, 0.963, -2.004], [-0.993, 2.507, -3.960], [3.060, -1.559, -1.901], [1.568, 0.484, 2.568], [1.126, 1.578, -3.313], [1.714, 0.771, -2.874], [2.120, -2.774, 6.721], [0.947, -3.263, 1.384], [0.803, 1.189, 3.425], [0.521, -4.436, 4.823], [-1.975, -1.557, -5.108], [0.046, -2.401, -4.125], [-3.391, 1.377, -1.663], [0.990, -4.022, -5.165], [1.772, 2.722, -3.763], [2.766, 0.364, 3.116], [-0.166, 1.829, 0.573], [1.120, -1.432, 6.166], [-1.610, 4.073, 2.367], [-2.703, -1.645, 2.893], [-3.599, -1.838, -2.695], [3.253, 4.136, 0.848]]}